DFT (ωB97M-V with the def2-TZVPD basis set) results for a structure of composition C21H18N4O2Os.

Atoms and positions in Å:
Os 0.0784 0.1025 -1.3824
C 4.0076 -1.4732 -1.5723
C 2.9795 -0.5553 -1.7625
N 2.0083 -0.3594 -0.8629
C 2.0524 -1.0726 0.2794
C 3.0712 -1.9796 0.5849
C 4.0533 -2.1991 -0.4010
C 3.0263 -2.6284 1.8358
C 2.0103 -2.3441 2.7232
C 0.9927 -1.4396 2.3921
C 0.9984 -0.8180 1.1528
N 0.0687 0.0578 0.5935
C -0.7261 1.0090 1.2354
C -1.2271 1.0106 2.5258
C -1.9573 2.1133 2.9987
C -2.1637 3.2207 2.2098
C -1.6530 3.2488 0.8930
C -1.7356 4.3579 0.0286
C -1.1357 4.2919 -1.2122
C -0.5175 3.1076 -1.6056
N -0.4494 2.0286 -0.8155
C -0.9744 2.1176 0.4253
H 4.7413 -1.6153 -2.3520
H 2.9221 0.0303 -2.6712
H 4.8268 -2.9387 -0.2334
H 3.7962 -3.3458 2.0890
H 1.9786 -2.8431 3.6814
H 0.1854 -1.2756 3.0880
H -1.0820 0.1634 3.1770
H -2.3462 2.0915 4.0069
H -2.6973 4.0817 2.5910
H -2.2566 5.2519 0.3490
H -1.1327 5.1404 -1.8811
H -0.0584 3.0219 -2.5820
N -1.9608 -0.0758 -2.0821
C -2.6062 -1.4253 -1.8764
C -1.8543 -2.3260 -0.9164
C -0.4871 -2.7150 -1.4441
O 0.0085 -3.7861 -1.2959
O 0.1609 -1.6981 -2.0928
H -2.5544 0.6441 -1.6784
H -1.9556 0.0944 -3.0865
H -2.6830 -1.9160 -2.8443
H -3.6169 -1.2745 -1.5020
H -2.4232 -3.2405 -0.7599
H -1.7121 -1.8407 0.0526

Forces on atoms 1 to 6 (eV/Å):
0.249 -0.749 3.565
0.033 -0.085 0.159
-0.077 0.186 0.081
0.610 -0.141 -1.518
0.272 0.000 0.107
0.088 -0.103 -0.034

The calculation puts the LUMO energy (alpha / beta) at -8.9 / -8.9 eV. The calculation puts the HOMO energy (alpha / beta) at -14.9 / -14.9 eV. As for the total charge: +2.

Mulliken population analysis, charges in e, atoms 1 to 8:
1. Os 0.93
2. C -0.85
3. C -0.03
4. N -0.15
5. C 0.90
6. C 0.79
7. C -0.54
8. C -0.79

---

DFT (ωB97M-V with the def2-TZVPD basis set) results for a structure of composition C6H12Br2F3InNO4.

Atoms and positions in Å:
O 2.8387 2.4297 0.8622
N 2.9517 1.3053 0.5239
O 3.5926 0.5354 1.4559
C 3.2883 -0.8752 1.2579
In 1.4906 -1.6396 2.3872
O 1.1910 -3.5415 1.5723
C -0.1882 -0.1842 2.0161
C -1.5047 -0.8617 1.6159
O -1.6643 -2.1526 2.1774
C -1.5829 -1.0093 0.1096
F -1.9958 0.1769 -0.4420
F -0.4120 -1.3228 -0.4816
F -2.4879 -1.9378 -0.2787
H 4.1623 -1.4675 1.5048
H 3.0896 -1.0505 0.2027
H 1.7569 -1.8280 4.1309
H 1.0134 -3.3773 0.6470
H -0.4139 0.3666 2.9273
H 0.0532 0.5633 1.2636
H -2.3416 -0.2415 1.9356
H -1.5942 -2.0395 3.1247
Br -1.0299 4.1108 -2.3449
C -1.6043 2.9695 -3.8115
C -1.4758 1.5088 -3.4718
Br 0.3697 0.9078 -3.5385
H -1.0095 3.2484 -4.6746
H -2.6463 3.2268 -3.9882
H -2.0058 0.9049 -4.2052
H -1.8409 1.2749 -2.4781

Forces on atoms 1 to 6 (eV/Å):
0.348 0.216 0.153
-0.095 -0.638 0.020
-0.250 0.401 -0.039
-0.579 -0.557 -0.021
0.160 0.083 0.175
0.244 0.402 0.284

The calculation puts the LUMO energy at 2.4 eV. The calculation puts the HOMO energy at -4.8 eV. As for the total charge: -1.

Mulliken population analysis, charges in e, atoms 1 to 8:
1. O -0.43
2. N 0.23
3. O -0.18
4. C -0.74
5. In 1.12
6. O -0.85
7. C -1.42
8. C 0.18

---

DFT (ωB97M-V with the def2-TZVPD basis set) results for a structure of composition C39H61BBaI2N9S4Si.

Atoms and positions in Å:
Ba -0.5903 -0.7723 0.2748
C -1.3188 -3.4115 -3.5804
C -2.0034 -4.4768 -2.7067
C -3.2873 -4.9145 -3.4068
C -1.0914 -5.6953 -2.5143
N -2.3299 -3.9126 -1.4010
C -3.5784 -3.7762 -0.8119
C -3.4238 -3.0192 0.2930
N -2.1163 -2.6871 0.3772
B -1.6428 -2.1664 1.6038
N -0.2242 -2.3322 1.6857
C 0.0125 -3.6361 2.0219
C 0.7634 -3.6482 3.1268
N 1.0309 -2.3312 3.4932
C 0.3445 -1.5484 2.5848
S 0.1887 0.0773 2.5897
C 2.0641 -2.0148 4.4684
C 1.6808 -2.6694 5.8054
C 2.2271 -0.5112 4.6634
C 3.3930 -2.5550 3.9187
N -2.0704 -0.8593 1.8622
C -2.1475 -0.5187 3.1582
C -2.9282 0.5693 3.2642
N -3.3233 0.9064 1.9700
C -2.8332 -0.0810 1.1605
S -3.2418 -0.3775 -0.4091
C -4.0971 2.0600 1.5418
C -4.2665 3.0214 2.7186
C -5.4787 1.5831 1.0800
C -3.3715 2.8147 0.4138
C -1.4402 -3.2618 -0.5913
S 0.2113 -3.2170 -0.7679
H -1.1745 -3.8210 -4.5756
H -1.9256 -2.5052 -3.6589
H -0.3436 -3.1123 -3.1904
H -3.0297 -5.3020 -4.3879
H -3.7912 -5.7052 -2.8538
H -3.9575 -4.0666 -3.5350
H -0.8201 -6.1018 -3.4837
H -0.1789 -5.4145 -1.9935
H -1.6037 -6.4682 -1.9405
H -4.4740 -4.2023 -1.2054
H -4.0987 -2.7074 1.0775
H -2.2687 -2.9845 2.7465
H -0.5034 -4.4393 1.5206
H 1.1193 -4.4919 3.6807
H 0.6851 -2.3409 6.1180
H 1.6657 -3.7556 5.7283
H 2.3954 -2.3879 6.5758
H 1.3087 -0.0498 5.0346
H 3.0144 -0.3226 5.3891
H 2.5302 -0.0503 3.7229
H 3.3451 -3.6325 3.7765
H 3.6045 -2.0879 2.9549
H 4.2114 -2.3249 4.5961
H -1.7096 -1.1621 3.9144
H -3.1865 1.1143 4.1460
H -4.8675 2.5804 3.5129
H -3.2972 3.3153 3.1187
H -4.7753 3.9176 2.3756
H -5.9567 0.9818 1.8549
H -6.1139 2.4345 0.8612
H -5.3968 0.9833 0.1779
H -2.3796 3.1400 0.7344
H -3.2441 2.2062 -0.4843
H -3.9564 3.6919 0.1485
C 3.3952 2.7501 -2.5817
C 4.4079 1.6461 -2.8481
N 4.6223 0.8322 -1.6601
C 3.8668 -0.1580 -1.1642
S 3.8116 -0.3030 0.5217
N 3.2644 -1.1298 -1.8584
C 3.1073 -1.3040 -3.2966
C 4.3909 -1.8026 -3.9604
H 3.2466 3.3188 -3.4901
H 3.7424 3.4030 -1.7884
H 2.4380 2.3217 -2.2971
H 5.3800 2.0838 -3.0867
H 4.0646 1.0534 -3.6866
H 5.0221 1.3729 -0.8989
H 2.5694 -1.6184 -1.2924
H 2.7927 -0.3818 -3.7759
H 2.3020 -2.0291 -3.4322
H 5.2274 -1.1709 -3.6815
H 4.2623 -1.7491 -5.0364
H 4.6207 -2.8260 -3.6769
C 2.9779 3.1129 3.4805
Si 2.9262 3.8534 1.7192
C 2.4965 5.7146 1.8183
C 4.6454 3.6078 0.9323
C 1.5482 2.9222 0.7502
H 3.7887 3.5036 4.0861
H 3.1216 2.0417 3.3904
H 2.0549 3.2890 4.0262
H 3.3023 6.3063 2.2388
H 1.6126 5.9005 2.4203
H 2.2997 6.0940 0.8222
H 5.4190 4.1196 1.4982
H 4.6729 3.9880 -0.0836
H 4.8969 2.5507 0.9136
H 1.8924 1.9668 0.3070
H 0.7552 2.6527 1.4501
N -1.3697 7.4368 -6.8550
C -1.0074 6.8549 -5.9338
C -0.6111 6.2376 -4.7289
C -0.6086 4.8511 -4.5591
C -0.2666 4.3191 -3.3339
C 0.1362 5.1557 -2.2886
C 0.1572 6.5391 -2.4661
C -0.2338 7.0762 -3.6736
C 0.5860 4.5206 -1.1085
C 0.9580 3.7028 -0.3024
H -0.8310 4.1750 -5.3658
H -0.2749 3.2503 -3.1571
H 0.4821 7.1909 -1.6674
H -0.2494 8.1477 -3.8176
I 0.2687 0.3868 -2.1099
I 0.9777 1.2355 -4.6548

Forces on atoms 1 to 6 (eV/Å):
7.230 8.880 -12.600
0.077 0.113 0.109
0.391 -0.283 -0.779
0.092 0.095 0.241
-0.062 0.094 0.053
-0.125 0.668 0.760

The calculation puts the LUMO energy at 1.5 eV. The calculation puts the HOMO energy at -1.5 eV. As for the total charge: -1.

Mulliken population analysis, charges in e, atoms 1 to 8:
1. Ba 5.24
2. C -1.21
3. C 1.22
4. C -2.20
5. C -1.62
6. N 0.67
7. C -0.65
8. C -1.20

---

DFT (ωB97M-V with the def2-TZVPD basis set) results for a structure of composition C34H26BBrN15OS3V.

Atoms and positions in Å:
V 0.4151 -0.0070 -0.6593
C -1.6460 2.8728 3.4837
C -1.1436 1.6052 3.1450
N -0.1047 1.6955 2.3163
N 0.0815 3.0177 2.1157
C -0.8291 3.7435 2.7952
B 1.2532 3.6288 1.3220
N 1.2655 3.2764 -0.2255
C 1.6498 4.2899 -1.0294
C 2.3395 3.7950 -2.1074
C 2.3310 2.4160 -1.8994
N 1.6740 2.0835 -0.7929
N 2.6017 3.3300 2.0227
C 3.3405 4.2347 2.7113
C 4.4449 3.5877 3.2143
C 4.2803 2.2557 2.7778
N 3.1757 2.1112 2.0622
H -2.4790 3.1123 4.1252
H -1.4910 0.6398 3.4823
H -0.8134 4.8215 2.7636
H 1.0948 4.8264 1.3665
H 1.4231 5.3073 -0.7553
H 2.7734 4.3351 -2.9327
H 2.8130 1.6720 -2.5080
H 3.0268 5.2665 2.7802
H 5.2395 4.0002 3.8167
H 4.9165 1.3978 2.9504
Br -1.6678 1.7957 -0.5067
C -2.5031 1.2218 -2.1059
C -3.4533 2.0047 -2.6798
C -4.1258 1.5239 -3.8264
C -3.8338 0.2833 -4.3137
C -2.8436 -0.5305 -3.7108
C -2.5485 -1.8199 -4.2148
C -1.5771 -2.5725 -3.6255
C -0.8318 -2.0562 -2.5446
C -1.0618 -0.8160 -2.0200
C -2.1214 -0.0476 -2.5866
H -3.6889 2.9735 -2.2567
H -4.8769 2.1422 -4.3006
H -4.3561 -0.0994 -5.1848
H -3.0926 -2.1855 -5.0794
H -1.3378 -3.5589 -4.0087
H -0.0050 -2.6494 -2.1714
N 2.8912 -1.7580 -2.4018
C 2.1161 -0.8558 -3.1035
N 2.1916 -0.6667 -4.4010
N 1.2784 0.3071 -4.6464
N 0.6946 0.6678 -3.5639
N 1.2164 -0.0586 -2.5330
C 3.0277 -1.5577 -1.0499
N 4.0277 -1.9332 -0.2943
N 3.6952 -1.4814 0.9521
N 2.5656 -0.8797 0.9332
N 2.0945 -0.9124 -0.3432
H 3.6832 -2.1406 -2.8893
O -0.3282 -1.0117 0.4537
C -0.8792 -2.2127 1.0550
C -2.3488 -2.2572 0.6271
C -3.1504 -1.1650 0.7800
C -4.4611 -1.3429 0.2685
C -4.6392 -2.5841 -0.2580
S -3.2229 -3.5263 -0.1346
C 0.0053 -3.4337 0.7482
C 1.2314 -3.6340 1.3130
C 1.8875 -4.8089 0.8659
C 1.1313 -5.5175 -0.0131
S -0.3534 -4.7415 -0.3264
C -0.8399 -1.9723 2.5610
C 0.0552 -1.2209 3.2567
C -0.1540 -1.2986 4.6654
C -1.1984 -2.1028 4.9964
S -1.9604 -2.7532 3.6060
H -2.8027 -0.2535 1.2423
H -5.2258 -0.5769 0.2874
H -5.5224 -3.0090 -0.7109
H 1.6692 -2.9570 2.0308
H 2.8768 -5.0975 1.1925
H 1.3578 -6.4498 -0.5093
H 0.8200 -0.6259 2.7702
H 0.4455 -0.7641 5.3909
H -1.5830 -2.3388 5.9778

Forces on atoms 1 to 6 (eV/Å):
-0.416 1.462 -1.437
-0.004 -0.057 -0.070
-0.110 0.034 -0.065
-0.177 0.228 -0.021
-0.085 -0.010 -0.219
0.015 -0.056 0.102

The calculation puts the LUMO energy (alpha / beta) at 1.6 / 2.1 eV. As for the expectation value of S²: 0.77. The calculation puts the HOMO energy (alpha / beta) at -5.8 / -5.9 eV. As for the spin multiplicity: 2. As for the total charge: -1.

Mulliken population analysis, charges in e, atoms 1 to 8:
1. V -0.98
2. C -1.56
3. C 0.06
4. N 0.23
5. N 0.26
6. C -0.27
7. B -0.25
8. N 0.37

---

DFT (ωB97M-V with the def2-TZVPD basis set) results for a structure of composition C4BO8Sn.

Atoms and positions in Å:
Sn -5.6108 1.0856 -0.2805
O 3.2879 1.8273 0.6813
C 2.4139 1.0544 0.2835
O 1.2739 0.7829 0.9152
B 0.3858 0.0115 0.0228
O 1.0187 0.0228 -1.2666
C 2.2462 0.5316 -1.1545
O 3.2094 0.5549 -1.9689
O -0.9394 0.6114 0.0003
C -1.8240 -0.3290 0.4273
O -3.0595 -0.1731 0.5036
C -1.0304 -1.7428 0.6042
O 0.2426 -1.4666 0.4199
O -1.6144 -2.7709 0.8125

Forces on atoms 1 to 6 (eV/Å):
1.242 -0.517 0.334
-1.926 -2.453 -0.810
0.994 3.059 0.515
-0.127 -0.738 0.256
1.358 -0.354 0.572
1.026 0.381 -1.149

The calculation puts the LUMO energy (alpha / beta) at -4.3 / -4.1 eV. As for the expectation value of S²: 0.75. The calculation puts the HOMO energy (alpha / beta) at -9.3 / -9.3 eV. As for the spin multiplicity: 2.

Mulliken population analysis, charges in e, atoms 1 to 8:
1. Sn 0.89
2. O -0.58
3. C 0.62
4. O -0.49
5. B 0.98
6. O -0.48
7. C 0.53
8. O -0.59

---

DFT (ωB97M-V with the def2-TZVPD basis set) results for a cluster of 4 separate species, CH10NO3 in total.

Atoms and positions in Å:
C -0.7667 0.1745 1.2808
N -0.5216 1.3224 0.7355
H -1.3002 0.0890 2.2345
H -0.2344 -0.7026 0.8585
H 0.4938 1.5453 0.4337
H -1.1366 2.0967 1.0061
H -2.3309 0.0404 -1.9664
H -2.4723 -1.1789 -1.0063
O -1.9426 -0.3645 -1.1562
H 1.7579 -2.3615 0.0490
H 0.9302 -1.8774 -1.1591
O 1.1992 -1.6320 -0.2828
H 1.8822 0.1762 -0.1405
H 2.6447 1.5444 -0.5794
O 1.7972 1.1281 -0.3074

Forces on atoms 1 to 6 (eV/Å):
1.213 0.005 -0.139
-0.597 0.145 1.612
-0.791 -0.015 -0.515
-0.003 0.225 0.353
-0.242 -0.407 -1.282
0.303 0.201 0.050

The calculation puts the LUMO energy (alpha / beta) at -10.2 / -16.1 eV. As for the expectation value of S²: 0.76. The calculation puts the HOMO energy (alpha / beta) at -20.9 / -20.3 eV. As for the spin multiplicity: 2. As for the total charge: +2.

Mulliken population analysis, charges in e, atoms 1 to 8:
1. C -0.08
2. N -0.07
3. H 0.33
4. H 0.35
5. H 0.41
6. H 0.30
7. H 0.41
8. H 0.43